No. 1
ORCA calculation (ωB97M-V/def2-TZVPD) on a molecular structure, C24H54Be2ClK2N2O15PSSi.

Each line ends with the Mulliken charge.
Atoms and positions in Å:
C  -0.0223  -0.5012  -0.3963  -1.1372
C  -1.2172  0.3909  -0.8036  -0.3792
C  -0.9270  1.9194  -0.9117  0.4640
C  -0.0850  2.2781  -2.1916  -0.9586
C  -0.5350  2.6608  0.3884  0.9658
Si  -1.7830  2.3490  1.8627  0.3179
C  -1.6128  0.6090  2.5947  -0.2291
C  -1.5638  3.6001  3.2859  -1.2529
C  -3.5321  2.5093  1.1153  -0.8861
O  -0.8585  4.0758  0.0674  -0.2016
S  0.1336  5.1624  0.7065  1.6796
O  -0.4371  6.0512  1.7445  -0.8572
O  0.6875  6.0836  -0.3065  -0.8135
O  1.1873  4.0975  1.3415  -0.3548
C  0.8564  2.7062  1.1073  -0.0219
C  2.1030  1.8681  0.7583  -1.4910
C  2.8073  2.0711  -0.6004  0.9356
C  2.9928  3.5411  -1.0641  -0.8596
O  4.1713  1.4996  -0.3653  -0.6150
H  0.1228  -0.3773  0.6971  0.1874
H  0.9049  -0.1711  -0.8911  0.0564
H  -0.2097  -1.5800  -0.5512  0.4895
H  -1.5173  0.0801  -1.8423  0.4841
H  -2.1230  0.1557  -0.1832  0.5120
H  -1.9262  2.3328  -1.1685  -0.2822
H  0.4991  1.3989  -2.5015  -0.2090
H  0.5061  3.1949  -2.0665  0.3562
H  -0.7855  2.4798  -3.0270  0.2300
H  -2.3763  0.5127  3.3906  0.5021
H  -0.5940  0.4361  2.9875  0.3174
H  -1.8200  -0.2000  1.8743  -0.4997
H  -2.0367  4.6122  3.1457  -0.0517
H  -2.0171  3.1516  4.1952  0.5710
H  -0.4844  3.7029  3.5326  0.3462
H  -4.2656  2.7192  1.9143  0.3260
H  -3.5140  3.3712  0.4134  0.0131
H  -3.8316  1.6333  0.5087  0.2839
H  0.6236  2.3256  2.1285  0.1815
H  1.9667  0.7914  0.9615  0.2922
H  2.8595  2.1760  1.5142  0.6367
H  2.4002  1.4138  -1.3961  -0.3043
H  3.4311  3.5107  -2.0829  0.6080
H  3.7949  4.0390  -0.3523  -0.0717
H  2.0733  4.1480  -1.0358  -0.0859
H  4.6655  1.8208  -1.1400  0.4275
Be  -2.5583  -1.6865  0.0662  0.4591
Cl  5.3949  4.0906  0.2235  -0.7486
N  -0.0605  7.6098  4.6868  0.9258
O  1.0458  7.9566  4.2091  -0.6286
O  -1.0593  8.3512  4.5373  -0.6353
O  -0.1672  6.5338  5.2942  -0.6149
O  -2.2491  -2.7281  2.9649  -0.3317
P  -1.3810  -2.7850  4.2210  0.8969
O  -1.4353  -4.1975  4.7960  -0.5564
O  -1.9000  -1.7621  5.2273  -0.4364
O  0.0714  -2.4511  3.8851  -0.4893
K  -0.3704  8.1072  1.1284  1.0371
Be  -3.9508  4.9438  3.0441  0.0555
C  3.6226  -4.8451  -1.7873  -1.6176
C  2.1647  -5.3497  -1.8340  1.3399
C  2.1556  -6.8748  -2.0456  -1.3065
C  2.6225  -7.7096  -0.8474  -0.6561
C  2.3717  -7.0292  0.5059  -1.3959
C  1.2555  -5.9725  0.5000  1.4035
N  1.5743  -4.9689  -0.5349  0.8460
O  0.7590  -4.0564  -0.5878  -0.3049
C  1.2893  -5.2924  1.8817  -2.0168
C  -0.1110  -6.6419  0.3248  -1.5240
C  1.5007  -4.7277  -3.0623  -1.8671
H  3.6564  -3.7606  -1.6674  0.4266
H  4.1478  -5.0934  -2.7096  0.3988
H  4.1826  -5.2849  -0.9600  0.3796
H  1.1443  -7.1906  -2.3122  0.3891
H  2.7695  -7.1238  -2.9124  0.5739
H  2.1173  -8.6765  -0.8767  0.3425
H  3.6875  -7.9294  -0.9409  0.3658
H  2.1623  -7.7869  1.2601  0.5870
H  3.3043  -6.5558  0.8268  0.3576
H  2.2259  -4.7510  2.0294  0.4139
H  1.2094  -6.0371  2.6723  0.4246
H  0.4672  -4.5870  2.0124  0.5563
H  -0.2702  -7.3575  1.1305  0.4222
H  -0.2047  -7.1834  -0.6176  0.3541
H  -0.9226  -5.9143  0.3717  0.4093
H  2.0358  -5.0290  -3.9620  0.4421
H  1.5167  -3.6378  -3.0314  0.3604
H  0.4646  -5.0556  -3.1661  0.4795
C  0.0382  -0.5028  -4.5485  -0.7083
O  -0.6439  -1.0996  -3.4466  -0.3410
H  -0.6019  0.2672  -4.9725  0.2683
H  0.9739  -0.0473  -4.2133  0.2555
H  0.2502  -1.2546  -5.3128  0.3302
H  -0.0623  -1.7757  -3.0875  0.1350
C  -4.8507  4.2916  -2.4346  -0.6507
C  -5.5145  5.1172  -1.3469  -0.1693
O  -6.8462  5.4581  -1.7180  -0.5505
H  -4.8358  4.8427  -3.3764  0.3415
H  -3.8241  4.0344  -2.1608  -0.0424
H  -5.4072  3.3675  -2.6120  0.3431
H  -4.9678  6.0467  -1.1892  0.2460
H  -5.5395  4.5672  -0.4005  0.2083
H  -7.3321  4.6381  -1.8480  0.3194
K  6.1727  1.8389  1.3653  0.8762

Values from the calculation:
Highest occupied orbital energy, eV: -6.9
2S+1: 1
Energy above the lowest of the compared OMol25 structures with the same formula, charge and spin, eV: 0.000
HOMO-LUMO gap, eV: 2.45
Strongest force on any atom, eV/A: 5.64



No. 2
ORCA calculation (ωB97M-V/def2-TZVPD) on a molecular structure, C39H99N7O23P4.

Each line ends with the Mulliken charge.
Atoms and positions in Å:
C  -1.3075  -12.2233  -4.9251  -1.7519
C  -0.9372  -10.7291  -5.1605  -0.8214
C  -0.7489  -9.8748  -3.8686  0.3958
C  0.0901  -8.5692  -4.0473  1.2286
C  -0.5292  -7.5071  -5.0226  -0.5221
C  0.2496  -6.2386  -5.2512  -1.1247
H  -0.4681  -12.8014  -4.5388  -0.0994
H  -1.5435  -12.7053  -5.8739  0.5722
H  -2.2109  -12.3527  -4.3291  0.4567
H  -0.0284  -10.7802  -5.7601  -0.5077
H  -1.7645  -10.2334  -5.6684  1.2259
H  -0.4497  -10.4697  -3.0057  -0.4945
H  -1.7487  -9.5473  -3.5835  0.5690
H  0.1285  -8.0464  -3.0916  0.2357
H  1.0946  -8.7812  -4.4134  0.3022
H  -0.6518  -7.9281  -6.0206  0.5177
H  -1.5529  -7.2995  -4.7109  0.5537
H  -0.1021  -5.6099  -6.0691  0.5400
H  0.2042  -5.6475  -4.3364  0.4453
H  1.3266  -6.3616  -5.3660  0.1514
C  -1.4928  -10.3845  -9.2298  -1.3068
C  -1.2278  -9.3775  -8.1325  0.5601
O  -1.3234  -9.5820  -6.9236  -0.2361
N  -0.8534  -8.1548  -8.5859  0.1055
C  -0.6626  -6.9087  -7.7758  -1.3038
H  -1.7516  -11.3285  -8.7502  0.3451
H  -0.5993  -10.5019  -9.8430  0.3538
H  -2.3101  -10.0021  -9.8414  0.4833
H  -0.5167  -8.0393  -9.5311  0.3161
H  0.4156  -6.7644  -7.7062  0.4124
H  -1.2247  -6.8253  -6.8456  0.8109
H  -0.9152  -6.0446  -8.3902  0.4213
C  0.3633  -12.1753  -8.2694  -0.4205
C  1.0476  -12.8152  -7.0990  1.3507
O  0.4283  -13.3162  -6.1577  -0.4834
N  2.4011  -12.8730  -7.1477  -0.2883
C  3.2348  -13.3814  -6.0627  -1.2668
H  -0.2351  -12.8700  -8.8587  1.0382
H  1.0395  -11.6289  -8.9269  -0.0558
H  -0.2826  -11.3925  -7.8718  -0.8949
H  2.8986  -12.2813  -7.7977  0.9742
H  3.3832  -14.4527  -6.1985  0.2314
H  2.7147  -13.2492  -5.1140  0.1645
H  4.2569  -13.0031  -6.0463  0.2809
C  7.3487  -6.0963  -7.7617  -1.3862
C  6.5402  -5.9414  -6.5448  0.9159
O  5.7147  -5.0179  -6.3953  -0.6594
N  6.7842  -6.8279  -5.5928  -0.1584
C  6.1642  -6.7079  -4.2766  -1.8466
H  6.7928  -6.6171  -8.5413  0.0956
H  8.2751  -6.6302  -7.5498  0.3574
H  7.5293  -5.1392  -8.2512  0.4444
H  7.4162  -7.5888  -5.7969  0.4495
H  5.2669  -6.0893  -4.2913  0.9695
H  6.8762  -6.2594  -3.5837  1.2004
H  5.8433  -7.6921  -3.9354  -0.2418
C  3.4587  -6.7335  -5.6161  -0.4238
C  3.6907  -6.7725  -7.1376  -0.8542
O  3.1483  -5.8884  -7.8126  -0.8464
N  4.4119  -7.7240  -7.6780  1.1592
C  5.1661  -8.7910  -7.0773  -0.9780
H  2.8581  -7.5394  -5.1943  0.0714
H  3.0255  -5.7668  -5.3595  0.4010
H  4.4209  -6.7912  -5.1073  0.3058
H  4.5831  -7.6534  -8.6709  0.7002
H  4.6728  -9.6876  -6.7021  0.5816
H  5.9015  -8.3580  -6.3992  -1.2687
H  5.7088  -9.2353  -7.9116  1.9193
C  2.6728  -9.5373  -9.1852  -1.6427
C  3.4112  -10.8321  -9.3221  1.0230
O  2.8422  -11.8785  -8.9791  -0.6790
N  4.5706  -10.8551  -9.9788  -0.1557
C  5.4463  -9.7585  -10.3333  -0.8878
H  3.0647  -8.6690  -9.7148  0.7749
H  2.6300  -9.2611  -8.1317  -0.1863
H  1.6232  -9.6760  -9.4443  0.4048
H  4.9805  -11.7781  -9.9903  0.6662
H  6.4763  -10.1097  -10.3958  0.4407
H  5.3716  -8.9471  -9.6094  0.3951
H  5.2123  -9.4242  -11.3440  0.2805
C  5.9768  -12.6656  -4.8793  1.0364
C  6.3877  -12.1944  -6.2765  0.8040
O  7.5692  -12.2917  -6.6649  -0.8839
N  5.4394  -11.6623  -7.0264  -0.0061
C  5.6199  -11.1925  -8.3271  -0.2739
H  6.7649  -12.4778  -4.1501  -1.6312
H  5.7352  -13.7278  -4.8420  0.7557
H  5.0341  -12.1530  -4.6880  -0.2615
H  4.5535  -11.4448  -6.5927  0.5428
H  5.2217  -10.1856  -8.4522  -3.1416
H  5.1016  -11.8940  -8.9808  0.4705
H  6.6811  -11.1846  -8.5757  0.1180
C  -1.1557  -9.1505  -1.5752  -1.5959
C  0.2084  -9.7916  -1.3248  0.6853
O  0.9388  -10.0425  -2.2470  0.4679
N  0.5566  -9.8678  -0.0138  0.0844
C  1.8316  -10.3891  0.4111  -1.0163
H  -1.8318  -9.2342  -0.7244  0.6364
H  -1.6408  -9.4914  -2.4899  -0.0235
H  -1.0590  -8.0666  -1.6380  0.3215
H  0.0077  -9.4926  0.7465  0.3193
H  1.7902  -11.4759  0.3389  0.1814
H  2.0785  -10.0106  1.4030  0.5664
H  2.6379  -9.9630  -0.1859  0.1178
C  5.7126  -7.8984  -0.4865  -1.2700
O  5.5868  -7.9369  -1.8885  0.4829
P  4.1993  -7.3594  -2.6073  -0.3801
O  4.3735  -7.1114  -4.0384  -0.6086
O  3.0296  -8.4736  -2.2893  0.5042
C  1.7168  -8.2732  -2.7078  0.1440
O  3.7507  -6.1190  -1.6487  -0.4624
C  3.2766  -4.9595  -2.2945  -0.6710
H  4.8012  -8.2503  -0.0033  0.2772
H  5.8651  -6.8615  -0.1868  0.3540
H  6.4678  -8.5053  0.0128  0.4107
H  1.3811  -9.2935  -2.8930  -0.9815
H  1.6072  -7.6539  -3.5981  0.2917
H  1.1167  -7.8367  -1.9094  0.8915
H  2.3488  -4.5648  -1.8803  0.3169
H  3.0570  -5.0692  -3.3565  0.1072
H  4.0313  -4.1899  -2.1319  0.3332
C  1.1073  -9.1439  -7.1917  -0.0726
O  1.2542  -10.2975  -6.3069  0.1975
P  2.7425  -10.6953  -5.7655  -0.3941
O  3.7030  -11.0913  -6.7921  -0.0983
O  2.4233  -11.7764  -4.5678  -0.3234
C  1.6752  -11.3294  -3.4681  0.0541
O  3.2064  -9.3994  -4.9058  0.6367
C  4.4865  -9.3974  -4.2519  -0.8307
H  0.3878  -8.4025  -6.8441  -2.0333
H  0.6893  -9.5626  -8.1071  -0.7105
H  1.9997  -8.5382  -7.3487  -0.0944
H  1.3323  -10.2949  -3.4548  0.3035
H  2.1812  -11.4731  -2.5134  0.0995
H  0.7509  -11.9049  -3.4167  0.0582
H  5.2631  -10.0689  -4.6182  0.3385
H  4.4108  -9.6089  -3.1854  0.0693
H  4.9301  -8.4035  -4.3122  0.4077
C  -0.4116  -17.0188  -3.3492  -0.7673
O  -0.7564  -15.7843  -2.7122  -0.3730
P  0.4228  -14.8190  -2.0787  0.9163
O  1.1818  -15.4691  -1.0003  -0.8367
O  1.3692  -14.2403  -3.2866  -0.6075
C  0.9181  -13.6318  -4.4877  -0.6895
O  -0.3874  -13.4584  -1.5814  -0.3571
C  0.2354  -12.4680  -0.7206  -0.4153
H  -0.7227  -17.1280  -4.3882  0.2686
H  -0.8727  -17.8633  -2.8371  0.3083
H  0.6311  -17.2894  -3.1834  0.3166
H  1.2655  -14.2639  -5.3049  1.4222
H  1.2433  -12.5920  -4.5215  -1.2386
H  -0.1713  -13.6363  -4.5244  1.1180
H  1.2498  -12.7737  -0.4642  0.3851
H  -0.2769  -12.4814  0.2414  0.4023
H  0.1850  -11.4396  -1.0782  -0.3170
C  4.8354  -10.7531  -0.7741  0.0262
O  5.9299  -10.0397  -1.2330  0.0146
P  6.7752  -10.5999  -2.4949  -0.2601
O  5.9851  -10.9242  -3.7475  0.3037
O  7.9889  -9.5624  -2.6626  -0.5017
C  7.7826  -8.2010  -2.6442  -0.0049
O  7.4517  -11.9602  -1.8230  -0.3414
C  8.2379  -12.8446  -2.5648  -0.9822
H  4.4359  -11.4383  -1.5218  -0.0872
H  4.0733  -10.0755  -0.3894  -0.1507
H  5.1127  -11.5318  -0.0636  0.5012
H  6.7866  -7.9091  -2.3114  -0.2050
H  7.9105  -7.8144  -3.6553  0.2683
H  8.4715  -7.6676  -1.9892  0.4213
H  9.0815  -13.2403  -1.9992  0.3045
H  8.6739  -12.3211  -3.4156  0.3564
H  7.5815  -13.6180  -2.9637  0.3741

Values from the calculation:
Highest occupied orbital energy, eV: -7.3
2S+1: 1
Energy above the lowest of the compared OMol25 structures with the same formula, charge and spin, eV: 66.671
HOMO-LUMO gap, eV: 7.25
Strongest force on any atom, eV/A: 19.12



No. 3
ORCA calculation (ωB97M-V/def2-TZVPD) on 2 unconnected molecules or ions with the total composition C11H15NOS.

Each line ends with the natural charge from an NBO analysis.
Atoms and positions in Å:
C  5.3089  -0.8048  -0.3977  -0.2244
C  5.2134  -0.2211  0.8708  -0.1840
C  4.2415  -1.0772  -1.1806  -0.1991
C  3.9266  0.1104  1.4121  -0.2128
C  2.9474  -0.7417  -0.6798  -0.1926
C  2.8687  -0.2715  0.6374  -0.2811
C  -5.0951  -1.2424  1.5932  -0.3639
C  -4.8839  -0.3713  0.6416  -0.2141
C  -3.9597  -0.3047  -1.6357  -0.3786
C  -0.3733  1.6954  -0.0179  -0.4377
C  -3.8329  -0.7657  -0.3708  -0.2202
N  0.6749  1.3712  1.0113  -0.8429
O  0.5412  -1.1098  0.3406  -0.9940
S  1.1841  -0.1851  1.2657  1.4285
H  6.2602  -1.2867  -0.6849  0.2149
H  6.0967  -0.1312  1.4460  0.2125
H  4.2507  -1.7732  -2.0877  0.2236
H  3.8062  0.2250  2.4515  0.2202
H  2.0529  -1.0954  -1.1829  0.2529
H  -5.8114  -1.0970  2.3632  0.1980
H  -4.4587  -2.1056  1.5277  0.1905
H  -5.2351  0.5652  0.6413  0.1940
H  -3.0897  -0.3274  -2.4306  0.1973
H  0.2804  1.6904  1.8441  0.3785
H  -4.8041  0.1497  -1.9535  0.1809
H  0.0133  1.7427  -1.0514  0.2103
H  -0.8998  2.6733  0.3729  0.2133
H  -1.0593  0.8106  -0.0608  0.2142
H  -2.9806  -1.2898  0.0398  0.2158

Values from the calculation:
Highest occupied orbital energy, eV: -8.7
2S+1: 1
Energy above the lowest of the compared OMol25 structures with the same formula, charge and spin, eV: 5.316
HOMO-LUMO gap, eV: 9.40
Strongest force on any atom, eV/A: 5.41



No. 4
ORCA calculation (ωB97M-V/def2-TZVPD) on 2 unconnected molecules or ions with the total composition C2H10N2O.

Each line ends with the natural charge from an NBO analysis.
Atoms and positions in Å:
N  -1.5844  1.2998  -0.1165  -0.8329
C  -0.6496  0.2135  0.1465  -0.2246
C  -0.1540  -0.4472  -1.1473  -0.2194
N  -0.1808  -1.9125  -1.0026  -0.8246
H  -2.1200  1.5433  0.7052  0.3557
H  -2.2512  1.0200  -0.8230  0.3524
H  -1.0522  -0.5861  0.7844  0.1648
H  0.2236  0.6013  0.6478  0.1777
H  -0.8177  -0.1863  -1.9769  0.1781
H  0.8370  -0.0626  -1.3916  0.1738
H  0.4028  -2.3308  -1.7190  0.3522
H  0.3075  -2.1467  -0.1371  0.3443
O  2.6349  0.9103  1.7655  -0.9382
H  2.4080  0.4514  2.5806  0.4695
H  1.9961  1.6326  1.6840  0.4712

Values from the calculation:
Highest occupied orbital energy, eV: -9.3
2S+1: 1
SMILES string: NCCN.O
Energy above the lowest of the compared OMol25 structures with the same formula, charge and spin, eV: 0.466
HOMO-LUMO gap, eV: 10.14
Strongest force on any atom, eV/A: 0.60